Here is a 6-piece molecular cluster, C36H90N6O12 overall in a non-equilibrium geometry from the Open Molecules 2025 dataset. Energies are from ωB97M-V/def2-TZVPD.

Last columns: bonded neighbours and bond lengths (Å).
Geometry (Å):
1 C 0.26535 -4.26149 1.44689  O2 1.416, H10 1.090, H11 1.090, H12 1.090
2 O 1.07081 -3.67204 0.44265  C1 1.416, C3 1.406
3 C 0.70596 -2.33499 0.20582  O2 1.406, C4 1.544, H13 1.090, H14 1.090
4 C 1.92027 -1.64331 -0.45014  C3 1.544, N5 1.494, H15 1.090, H16 1.090
5 N 1.61022 -0.26243 -0.92965  C4 1.494, C6 1.491, H17 1.010
6 C 2.84348 0.57367 -0.97550  N5 1.491, C7 1.512, H18 1.090, H19 1.090
7 C 2.45988 1.88611 -1.62040  C6 1.512, O8 1.446, H20 1.090, H21 1.090
8 O 1.46765 1.83291 -2.67101  C7 1.446, C9 1.415
9 C 1.96930 1.35396 -3.90470  O8 1.415, H22 1.090, H23 1.090, H24 1.090
10 H 0.65359 -3.88910 2.39489  C1 1.090
11 H 0.36956 -5.34117 1.33944  C1 1.090
12 H -0.81962 -4.16211 1.41422  C1 1.090
13 H 0.43632 -1.77671 1.10233  C3 1.090
14 H -0.10168 -2.34152 -0.52615  C3 1.090
15 H 2.14634 -2.23077 -1.34002  C4 1.090
16 H 2.77426 -1.59853 0.22574  C4 1.090
17 H 0.90006 0.18397 -0.36706  N5 1.010
18 H 3.50821 0.05168 -1.66381  C6 1.090
19 H 3.33724 0.67519 -0.00906  C6 1.090
20 H 3.38577 2.29610 -2.02380  C7 1.090
21 H 2.22222 2.72750 -0.96948  C7 1.090
22 H 1.21077 1.69501 -4.60924  C9 1.090
23 H 1.90065 0.26830 -3.97352  C9 1.090
24 H 2.99792 1.67633 -4.06634  C9 1.090
25 C 3.71110 0.70205 -12.26314  O26 1.406, H34 1.090, H35 1.090, H36 1.090
26 O 4.12151 0.60859 -10.92172  C25 1.406, C27 1.456
27 C 2.96369 0.71482 -10.04542  O26 1.456, C28 1.538, H37 1.090, H38 1.090
28 C 3.35632 0.57635 -8.56529  C27 1.538, N29 1.437, H39 1.090, H40 1.090
29 N 4.43591 -0.34024 -8.32307  C28 1.437, C30 1.465, H41 1.010
30 C 5.02571 -0.05451 -7.01260  N29 1.465, C31 1.554, H42 1.090, H43 1.090
31 C 4.22203 -0.51508 -5.76505  C30 1.554, O32 1.421, H44 1.090, H45 1.090
32 O 4.51789 -1.81507 -5.27431  C31 1.421, C33 1.356
33 C 3.92935 -2.05576 -4.07668  O32 1.356, H46 1.090, H47 1.090, H48 1.090
34 H 4.50488 0.28605 -12.88359  C25 1.090
35 H 3.61584 1.75740 -12.51861  C25 1.090
36 H 2.69522 0.35488 -12.45171  C25 1.090
37 H 2.26136 -0.09279 -10.25179  C27 1.090
38 H 2.36878 1.62021 -10.16564  C27 1.090
39 H 2.49721 0.29089 -7.95821  C28 1.090
40 H 3.62681 1.57456 -8.22103  C28 1.090
41 H 5.07479 -0.10492 -9.06910  N29 1.010
42 H 5.46673 0.93251 -6.87331  C30 1.090
43 H 5.87734 -0.73479 -7.00566  C30 1.090
44 H 3.15370 -0.38973 -5.94127  C31 1.090
45 H 4.39577 0.21859 -4.97787  C31 1.090
46 H 3.85100 -1.32506 -3.27167  C33 1.090
47 H 4.27695 -2.93437 -3.53325  C33 1.090
48 H 2.88062 -2.25566 -4.29647  C33 1.090
49 C -1.69789 2.50563 -1.84361  O50 1.349, H58 1.090, H59 1.090, H60 1.090
50 O -1.94588 1.53745 -0.93822  C49 1.349, C51 1.450
51 C -2.30264 0.27906 -1.56490  O50 1.450, C52 1.611, H61 1.090, H62 1.090
52 C -3.27256 -0.55150 -0.58295  C51 1.611, N53 1.550, H63 1.090, H64 1.090
53 N -2.66875 -0.61919 0.84319  C52 1.550, C54 1.535, H65 1.010
54 C -3.73142 -0.86087 1.92452  N53 1.535, C55 1.492, H66 1.090, H67 1.090
55 C -4.47911 0.40926 2.15346  C54 1.492, O56 1.438, H68 1.090, H69 1.090
56 O -3.65336 1.40295 2.78489  C55 1.438, C57 1.475
57 C -4.40765 2.40075 3.56648  O56 1.475, H70 1.090, H71 1.090, H72 1.090
58 H -1.14340 3.31916 -1.37585  C49 1.090
59 H -2.65295 2.86191 -2.22964  C49 1.090
60 H -1.07811 2.14516 -2.66460  C49 1.090
61 H -1.58930 -0.40650 -2.02234  C51 1.090
62 H -2.89682 0.51438 -2.44788  C51 1.090
63 H -3.28485 -1.59081 -0.91125  C52 1.090
64 H -4.26313 -0.10899 -0.68811  C52 1.090
65 H -2.19945 0.25767 1.01923  N53 1.010
66 H -3.14846 -0.95484 2.84073  C54 1.090
67 H -4.34682 -1.74623 1.76480  C54 1.090
68 H -5.27622 0.05932 2.80940  C55 1.090
69 H -4.98661 0.88427 1.31387  C55 1.090
70 H -5.35368 2.53666 3.04239  C57 1.090
71 H -3.95218 3.37697 3.73271  C57 1.090
72 H -4.81687 1.97066 4.48063  C57 1.090
73 C 3.66513 7.81061 -0.13690  O74 1.379, H82 1.090, H83 1.090, H84 1.090
74 O 4.37612 8.02589 -1.29891  C73 1.379, C75 1.423
75 C 3.61582 8.11391 -2.49877  O74 1.423, C76 1.519, H85 1.090, H86 1.090
76 C 3.13293 6.76571 -3.00579  C75 1.519, N77 1.437, H87 1.090, H88 1.090
77 N 2.27708 6.80141 -4.15982  C76 1.437, C78 1.444, H89 1.010
78 C 1.81931 5.47553 -4.50214  N77 1.444, C79 1.550, H90 1.090, H91 1.090
79 C 2.86968 4.84986 -5.45494  C78 1.550, O80 1.475, H92 1.090, H93 1.090
80 O 2.22278 3.80345 -6.26792  C79 1.475, C81 1.385
81 C 1.92052 4.13710 -7.57753  O80 1.385, H94 1.090, H95 1.090, H96 1.090
82 H 3.39202 6.75795 -0.06322  C73 1.090
83 H 2.80336 8.47795 -0.12686  C73 1.090
84 H 4.30538 8.08436 0.70171  C73 1.090
85 H 4.36240 8.39804 -3.24037  C75 1.090
86 H 2.86446 8.90255 -2.45879  C75 1.090
87 H 2.60387 6.28337 -2.18387  C76 1.090
88 H 4.00595 6.23744 -3.38903  C76 1.090
89 H 1.45308 7.28834 -3.83728  N77 1.010
90 H 0.88740 5.81182 -4.95660  C78 1.090
91 H 1.56774 4.68213 -3.79834  C78 1.090
92 H 3.59183 4.34435 -4.81380  C79 1.090
93 H 3.27430 5.68405 -6.02811  C79 1.090
94 H 2.75893 4.04310 -8.26769  C81 1.090
95 H 1.54607 5.15979 -7.53262  C81 1.090
96 H 1.07638 3.53345 -7.91087  C81 1.090
97 C -7.37603 -8.42752 10.51584  O98 1.473, H106 1.090, H107 1.090, H108 1.090
98 O -6.20189 -7.88866 9.80843  C97 1.473, C99 1.418
99 C -6.39883 -6.67353 9.10511  O98 1.418, C100 1.547, H109 1.090, H110 1.090
100 C -5.32877 -6.65645 7.98868  C99 1.547, N101 1.398, H111 1.090, H112 1.090
101 N -5.58521 -5.71714 6.98544  C100 1.398, C102 1.453, H113 1.010
102 C -4.51297 -5.42539 6.04999  N101 1.453, C103 1.547, H114 1.090, H115 1.090
103 C -3.20154 -4.92165 6.69685  C102 1.547, O104 1.450, H116 1.090, H117 1.090
104 O -2.16410 -4.64521 5.72275  C103 1.450, C105 1.454
105 C -1.62839 -5.63182 4.79872  O104 1.454, H118 1.090, H119 1.090, H120 1.090
106 H -8.29954 -8.38774 9.93822  C97 1.090
107 H -7.49852 -7.82524 11.41603  C97 1.090
108 H -7.10607 -9.45091 10.77639  C97 1.090
109 H -6.15345 -5.77690 9.67428  C99 1.090
110 H -7.34630 -6.56253 8.57777  C99 1.090
111 H -5.24104 -7.67339 7.60628  C100 1.090
112 H -4.35497 -6.37340 8.38830  C100 1.090
113 H -6.39776 -6.10045 6.52401  N101 1.010
114 H -4.69813 -4.57484 5.39396  C102 1.090
115 H -4.28334 -6.29965 5.44089  C102 1.090
116 H -2.76998 -5.60722 7.42615  C103 1.090
117 H -3.46380 -3.99254 7.20287  C103 1.090
118 H -2.43813 -5.94875 4.14147  C105 1.090
119 H -1.29811 -6.52191 5.33420  C105 1.090
120 H -0.71795 -5.29859 4.30057  C105 1.090
121 C -1.26231 0.24021 8.00687  O122 1.390, H130 1.090, H131 1.090, H132 1.090
122 O -0.34105 -0.39967 7.18591  C121 1.390, C123 1.483
123 C -0.89903 -0.80919 5.87488  O122 1.483, C124 1.502, H133 1.090, H134 1.090
124 C 0.16314 -1.58258 5.14641  C123 1.502, N125 1.489, H135 1.090, H136 1.090
125 N 0.48353 -0.95006 3.83709  C124 1.489, C126 1.463, H137 1.010
126 C 1.08199 0.38506 3.87050  N125 1.463, C127 1.557, H138 1.090, H139 1.090
127 C 1.19668 1.06082 2.47297  C126 1.557, O128 1.427, H140 1.090, H141 1.090
128 O -0.02575 1.03592 1.73756  C127 1.427, C129 1.399
129 C -0.97780 1.85303 2.35757  O128 1.399, H142 1.090, H143 1.090, H144 1.090
130 H -1.51312 -0.44460 8.81695  C121 1.090
131 H -2.10478 0.64842 7.44854  C121 1.090
132 H -0.52799 0.91668 8.44417  C121 1.090
133 H -1.40177 -0.03828 5.29090  C123 1.090
134 H -1.65344 -1.58779 5.98776  C123 1.090
135 H -0.28642 -2.53781 4.87524  C124 1.090
136 H 1.00706 -1.90692 5.75527  C124 1.090
137 H -0.29352 -0.99561 3.19350  N125 1.010
138 H 2.11564 0.21225 4.17017  C126 1.090
139 H 0.69270 1.05097 4.64066  C126 1.090
140 H 1.92379 0.48673 1.89867  C127 1.090
141 H 1.63901 2.05584 2.52186  C127 1.090
142 H -1.42203 1.07097 2.97332  C129 1.090
143 H -1.70697 2.15619 1.60623  C129 1.090
144 H -0.73216 2.64088 3.06964  C129 1.090

Summary:
Energy above the lowest of the compared OMol25 structures with the same formula, charge and spin (kcal/mol): 389.98
2S+1: 1
HOMO-LUMO gap (eV): 8.92
SMILES: COCCNCCOC.COCCNCCOC.COCCNCCOC.COCCNCCOC.COCCNCCOC.COCCNCCOC
LUMO energy (eV): 0.56
HOMO energy (eV): -8.4
E_tot (eV): -72287.8390